The following is a DFT calculation (ωB97M-V/def2-TZVPD) of a structure of composition C28H43BrN2P2STi.

The orbital gap is 3.29 eV. The charge is +4.

Positions of all 78 atoms, in Å:
N1 -5.17 -1.60 4.17
C1 -4.21 -0.78 4.63
C2 -3.74 0.31 3.91
C3 -4.18 0.48 2.58
C4 -5.24 -0.33 2.12
C5 -5.67 -1.36 2.95
C6 -3.43 1.38 1.73
Ti1 0.10 1.12 -0.34
P1 2.50 0.80 -1.06
C7 -3.32 1.24 0.39
C8 -2.26 1.86 -0.43
C9 -2.10 1.51 -1.82
C10 -1.16 2.15 -2.64
C11 -0.17 2.92 -2.03
C12 -0.18 3.20 -0.62
C13 -1.33 2.78 0.12
Br1 1.06 3.98 -3.18
H1 -2.90 2.14 2.26
H2 -4.09 0.65 -0.15
H3 -2.97 0.96 4.31
H4 -5.72 -0.21 1.15
H5 -3.78 -0.98 5.61
H6 -6.48 -2.02 2.63
H7 -2.86 0.87 -2.27
H8 -1.52 3.20 1.11
H9 -1.18 2.08 -3.74
H10 0.62 3.77 -0.14
P2 -0.55 -1.75 -0.11
C14 3.21 2.40 -0.49
C15 4.02 3.14 -1.55
H11 3.78 2.18 0.42
H12 2.36 3.01 -0.16
H13 4.05 4.21 -1.33
H14 5.05 2.78 -1.62
H15 3.53 3.04 -2.52
C16 2.11 0.49 -2.84
C17 3.26 0.49 -3.83
H16 1.39 1.28 -3.12
H17 1.54 -0.46 -2.89
H18 2.86 0.56 -4.85
H19 3.91 1.36 -3.68
H20 3.86 -0.43 -3.79
C18 3.75 -0.42 -0.62
C19 5.20 -0.06 -0.96
H21 3.45 -1.37 -1.09
H22 3.66 -0.58 0.47
H23 5.86 -0.91 -0.77
H24 5.34 0.24 -2.00
H25 5.55 0.76 -0.33
C20 0.35 -3.17 0.70
C21 1.86 -3.15 0.54
H26 -0.09 -4.09 0.26
H27 0.11 -3.18 1.77
H28 2.28 -4.08 0.90
H29 2.18 -3.00 -0.50
H30 2.29 -2.34 1.14
C22 -0.41 -2.29 -1.86
C23 -1.52 -1.72 -2.74
H31 -0.40 -3.39 -1.87
H32 0.57 -1.93 -2.21
H33 -1.37 -2.04 -3.77
H34 -2.50 -2.06 -2.41
H35 -1.53 -0.63 -2.71
C24 -2.27 -2.23 0.38
C25 -2.43 -2.73 1.82
H36 -2.61 -2.99 -0.34
H37 -2.88 -1.32 0.21
H38 -3.49 -2.91 2.02
H39 -1.91 -3.67 2.00
H40 -2.09 -1.99 2.55
S1 1.93 1.96 2.82
C26 1.77 0.31 3.29
C27 0.86 -0.35 2.49
N2 0.30 0.42 1.48
C28 0.56 1.78 1.68
H41 2.38 -0.13 4.07
H42 0.54 -1.39 2.48
H43 -0.29 2.28 2.19